This record from the OMol25 dataset describes C18H30GdN4O7P2Si3 as an isolated structure at a distorted geometry. The level of theory is ωB97M-V/def2-TZVPD.

```
! RIJCOSX wB97M-V def2-TZVPD def2/J DEFGRID3
* xyz -1 8
Gd 0.2746 0.6649 1.0878
C -1.1146 1.5569 -2.8257
Si -1.5198 -0.0055 -1.7819
C -2.4069 -1.1194 -3.0454
C -2.9671 0.6455 -0.6957
C -0.1314 -0.8016 -0.8674
Si -0.5176 -2.4369 -0.0966
C -2.3279 -2.8331 0.3197
C 0.4804 -2.8020 1.5103
C -0.0856 -3.9310 -1.1880
Si 1.4814 -0.7104 -1.7362
C 1.5702 -1.2268 -3.5677
C 2.9565 -1.6120 -0.9209
C 2.0027 1.1369 -1.7339
C 3.0071 1.6030 -2.5773
C 3.3929 2.9490 -2.5462
C 2.7870 3.7967 -1.6040
C 1.8193 3.2317 -0.7537
N 1.4282 1.9340 -0.7934
H -2.0104 1.8225 -3.3801
H -0.3210 1.4548 -3.5510
H -0.8754 2.4031 -2.2002
H -3.1544 -0.5023 -3.5613
H -2.9201 -1.9605 -2.6110
H -1.7298 -1.4983 -3.7948
H -3.5880 1.2978 -1.3306
H -2.5924 1.2425 0.1496
H -3.5603 -0.1843 -0.3318
H -2.7411 -2.1364 1.0593
H -2.3392 -3.8048 0.7741
H -2.9662 -2.8562 -0.5656
H -0.1685 -2.6849 2.3942
H 1.3837 -2.2030 1.6138
H 0.8146 -3.8389 1.4643
H -0.6984 -3.9529 -2.0838
H -0.2563 -4.8758 -0.6763
H 0.9489 -3.9335 -1.4937
H 1.2199 -2.2493 -3.6780
H 2.5690 -1.2117 -3.9830
H 0.9677 -0.5867 -4.2169
H 2.8453 -2.6953 -0.9164
H 3.1234 -1.3291 0.1008
H 3.8530 -1.3969 -1.4777
H 3.4744 0.9084 -3.2706
H 4.1458 3.3210 -3.2536
H 3.0627 4.8539 -1.5244
H 1.2803 3.8031 -0.0079
O 0.5562 4.6153 3.2397
P 0.4309 3.0445 3.0695
O -0.2028 2.3407 4.2302
O -0.2191 2.8921 1.6598
O 1.9590 2.4023 2.8672
P 2.5822 0.8322 2.9523
O 1.1925 0.1107 3.4451
O 3.8217 0.7324 3.7599
O 2.5469 0.3322 1.4713
H 0.7779 4.9293 4.1286
H 0.6698 0.7230 4.0487
N -1.6500 -0.0462 2.4049
C -2.4749 -0.0946 3.2225
C -3.4551 -0.0720 4.1914
C -3.1545 -0.5138 5.4737
N -2.8845 -0.9392 6.5245
C -4.6923 0.4760 3.8795
N -5.7004 0.9892 3.6000
*
```

HOMO energy (alpha / beta), eV: -5.4667 / -5.4701
Molar mass, g/mol: 717.9
Kohn-Sham gap (alpha / beta), eV: 7.66 / 5.83
ΔE to the lowest compared entry with this formula, charge and spin, kJ/mol: 0.0
LUMO (alpha / beta), eV: 2.191 / 0.358



This record from the OMol25 dataset describes one molecule with the formula C18H30N2O3S at a distorted geometry. The level of theory is ωB97M-V/def2-TZVPD.

```
! RIJCOSX wB97M-V def2-TZVPD def2/J DEFGRID3
* xyz 0 1
C -6.7267 -3.0554 -0.6858
C -7.3469 -1.7128 -0.3168
C -6.3093 -0.6569 0.0665
C -5.4212 -0.2358 -1.1037
C -4.5585 0.9875 -0.7907
C -3.4911 0.7210 0.2692
C -2.5990 1.9432 0.4806
C -1.6136 1.7898 1.6399
C -0.6533 0.6041 1.5229
C 0.1749 0.6435 0.2543
S 1.0732 2.2088 0.1622
O 1.5780 2.5899 1.4477
O 0.3710 3.1955 -0.6026
N 2.3674 1.7327 -0.8450
N 3.1197 0.7377 -0.3329
C 4.3735 0.6978 -0.5531
C 5.1897 -0.3928 -0.0669
C 4.6315 -1.4399 0.6637
C 5.4111 -2.4768 1.1342
C 6.7718 -2.4772 0.8773
C 7.3528 -1.4479 0.1560
C 6.5771 -0.3989 -0.3230
O 7.0684 0.6497 -1.0391
C 8.4498 0.7050 -1.3021
H -7.5046 -3.7926 -0.8719
H -6.1194 -2.9707 -1.5830
H -6.0975 -3.4188 0.1242
H -8.0241 -1.8582 0.5286
H -7.9424 -1.3460 -1.1561
H -5.6924 -1.0479 0.8775
H -6.8333 0.2256 0.4422
H -4.7715 -1.0641 -1.3917
H -6.0600 -0.0012 -1.9589
H -5.2013 1.8059 -0.4581
H -4.0634 1.3128 -1.7091
H -3.9700 0.4650 1.2160
H -2.8901 -0.1344 -0.0458
H -2.0528 2.1767 -0.4343
H -3.2356 2.8041 0.6971
H -2.1731 1.6838 2.5727
H -1.0172 2.7012 1.7071
H 0.0308 0.6380 2.3729
H -1.2048 -0.3377 1.5675
H -0.4196 0.5937 -0.6511
H 0.9527 -0.1140 0.2442
H 2.8560 2.5107 -1.2923
H 4.8813 1.4794 -1.1243
H 3.5704 -1.4092 0.8510
H 4.9653 -3.2812 1.6988
H 7.3934 -3.2825 1.2396
H 8.4153 -1.4740 -0.0275
H 8.7796 -0.1477 -1.9040
H 9.0338 0.7481 -0.3775
H 8.6038 1.6234 -1.8668
*
```

HOMO energy, eV: -8.3704
Molar mass, g/mol: 354.5
Kohn-Sham gap, eV: 8.74
ΔE to the lowest compared entry with this formula, charge and spin, kJ/mol: 160.4
SMILES string: CCCCCCCCCCS(=O)(=O)N/N=C/c1ccccc1OC
LUMO, eV: 0.367



Q: Look up the molar mass of the first one.
A: 717.9 g/mol



Copy entry 1 word for word.
This record from the OMol25 dataset describes C18H30GdN4O7P2Si3 as an isolated structure at a distorted geometry. The level of theory is ωB97M-V/def2-TZVPD.

```
! RIJCOSX wB97M-V def2-TZVPD def2/J DEFGRID3
* xyz -1 8
Gd 0.2746 0.6649 1.0878
C -1.1146 1.5569 -2.8257
Si -1.5198 -0.0055 -1.7819
C -2.4069 -1.1194 -3.0454
C -2.9671 0.6455 -0.6957
C -0.1314 -0.8016 -0.8674
Si -0.5176 -2.4369 -0.0966
C -2.3279 -2.8331 0.3197
C 0.4804 -2.8020 1.5103
C -0.0856 -3.9310 -1.1880
Si 1.4814 -0.7104 -1.7362
C 1.5702 -1.2268 -3.5677
C 2.9565 -1.6120 -0.9209
C 2.0027 1.1369 -1.7339
C 3.0071 1.6030 -2.5773
C 3.3929 2.9490 -2.5462
C 2.7870 3.7967 -1.6040
C 1.8193 3.2317 -0.7537
N 1.4282 1.9340 -0.7934
H -2.0104 1.8225 -3.3801
H -0.3210 1.4548 -3.5510
H -0.8754 2.4031 -2.2002
H -3.1544 -0.5023 -3.5613
H -2.9201 -1.9605 -2.6110
H -1.7298 -1.4983 -3.7948
H -3.5880 1.2978 -1.3306
H -2.5924 1.2425 0.1496
H -3.5603 -0.1843 -0.3318
H -2.7411 -2.1364 1.0593
H -2.3392 -3.8048 0.7741
H -2.9662 -2.8562 -0.5656
H -0.1685 -2.6849 2.3942
H 1.3837 -2.2030 1.6138
H 0.8146 -3.8389 1.4643
H -0.6984 -3.9529 -2.0838
H -0.2563 -4.8758 -0.6763
H 0.9489 -3.9335 -1.4937
H 1.2199 -2.2493 -3.6780
H 2.5690 -1.2117 -3.9830
H 0.9677 -0.5867 -4.2169
H 2.8453 -2.6953 -0.9164
H 3.1234 -1.3291 0.1008
H 3.8530 -1.3969 -1.4777
H 3.4744 0.9084 -3.2706
H 4.1458 3.3210 -3.2536
H 3.0627 4.8539 -1.5244
H 1.2803 3.8031 -0.0079
O 0.5562 4.6153 3.2397
P 0.4309 3.0445 3.0695
O -0.2028 2.3407 4.2302
O -0.2191 2.8921 1.6598
O 1.9590 2.4023 2.8672
P 2.5822 0.8322 2.9523
O 1.1925 0.1107 3.4451
O 3.8217 0.7324 3.7599
O 2.5469 0.3322 1.4713
H 0.7779 4.9293 4.1286
H 0.6698 0.7230 4.0487
N -1.6500 -0.0462 2.4049
C -2.4749 -0.0946 3.2225
C -3.4551 -0.0720 4.1914
C -3.1545 -0.5138 5.4737
N -2.8845 -0.9392 6.5245
C -4.6923 0.4760 3.8795
N -5.7004 0.9892 3.6000
*
```

HOMO energy (alpha / beta), eV: -5.4667 / -5.4701
Molar mass, g/mol: 717.9
Kohn-Sham gap (alpha / beta), eV: 7.66 / 5.83
ΔE to the lowest compared entry with this formula, charge and spin, kJ/mol: 0.0
LUMO (alpha / beta), eV: 2.191 / 0.358



Q: Which of these has the lowest molar mass?
A: C18H30N2O3S



Q: Which formula does entry 2 have?
A: C18H30N2O3S